C42H25BiN12O4S | ωB97M-V with the def2-TZVPD basis set

```
! wB97M-V def2-TZVPD RIJCOSX def2/J DEFGRID3
* xyz 0 1
Bi 0.06191 0.95370 0.03713
C 4.20081 2.69240 -4.99117
C 5.22701 2.49750 -4.05897
C 4.97871 1.95230 -2.81757
C 3.66931 1.60370 -2.49827
C 3.06621 0.99490 -1.34757
N 1.73741 0.80080 -1.61537
C 1.43671 1.27800 -2.84717
N 0.20491 1.22710 -3.37787
C -0.72989 0.47540 -2.88197
C -2.07879 0.64520 -3.42327
C -2.29419 0.82590 -4.78637
C -3.55139 1.15670 -5.25687
C -4.59919 1.34340 -4.36627
C -4.39919 1.16070 -3.00847
C -3.15379 0.77410 -2.53767
C -2.96829 0.55720 -1.09207
N -2.92649 -0.61900 -0.59217
C -2.60689 -0.48640 0.80723
N -1.17369 -0.56790 0.97233
C -0.84139 -1.39180 1.96473
N 0.35621 -1.56750 2.48543
C 1.46131 -1.01800 2.03093
N 1.65781 -0.22610 0.93443
C 3.03051 -0.00390 0.75243
N 3.64831 0.58500 -0.23397
C 3.71911 -0.65200 1.83583
C 5.06701 -0.78830 2.14893
C 5.39861 -1.52350 3.26963
C 4.42151 -2.10090 4.08453
C 3.08181 -1.98470 3.77813
C 2.74121 -1.27900 2.63383
C -2.04579 -2.02810 2.47103
C -2.24349 -2.93010 3.50423
C -3.54719 -3.28410 3.80453
C -4.61989 -2.74930 3.09943
C -4.42789 -1.85010 2.06293
C -3.13049 -1.49920 1.75833
N -0.47959 -0.35730 -1.81977
C 2.62771 1.79280 -3.44947
C 2.90181 2.33870 -4.70157
H 4.44141 3.10370 -5.96167
H 6.23411 2.77240 -4.33567
H 5.77081 1.77860 -2.10637
H -1.46179 0.70380 -5.46147
H -3.71779 1.28460 -6.31737
H -5.56769 1.65120 -4.73097
H -5.20349 1.30900 -2.30327
H 5.82081 -0.32970 1.52943
H 6.43791 -1.65830 3.53113
H 4.72541 -2.64790 4.96363
H 2.30851 -2.40880 4.39723
H -1.39879 -3.31660 4.05223
H -3.74029 -3.97610 4.61033
H -5.62719 -3.01680 3.37743
H -5.24799 -1.40580 1.52633
H 2.10611 2.44890 -5.42167
C 0.57621 2.63500 3.96033
C -0.77059 2.45040 3.37143
N -1.05819 1.68540 2.33953
C -2.40839 1.76890 2.14033
C -2.94389 2.63120 3.07553
N -1.88329 3.04000 3.83903
C -4.27199 3.26710 3.33253
O -5.26029 2.90610 2.58053
O -4.32979 4.11610 4.20013
C -3.18029 0.98220 1.12963
O -4.45029 0.97460 1.27273
O -2.84179 1.59700 -0.29167
H 1.25261 1.88740 3.55763
H 0.52861 2.51850 5.04173
H 0.96801 3.62750 3.73493
H -1.99779 3.70000 4.59293
H -4.99169 2.07030 1.95273
S -1.11839 -1.87690 -1.65977
C 0.37421 -2.70990 -1.91757
N 1.51711 -1.98840 -2.11077
C 2.67511 -2.58650 -2.41357
C 2.74241 -3.95480 -2.44157
C 1.55741 -4.64500 -2.10747
N 0.42111 -4.04030 -1.88277
H 1.43491 -0.95120 -2.02677
H 3.51411 -1.93710 -2.62267
H 3.64421 -4.48350 -2.69377
H 1.54251 -5.72490 -2.03447
*
```

## Properties
Energy relative to the best compared isomer or geometry (same formula, charge and spin) = 0.359 eV
E_LUMO (alpha / beta) = -1.4 / -1.4 eV

Results of the Mulliken charge analysis, in e, for atoms 1 through 2:
1. Bi 1.428
2. C -0.685

---

C42H26BrCaF6N7O8S2Se | ωB97M-V with the def2-TZVPD basis set

```
! wB97M-V def2-TZVPD RIJCOSX def2/J DEFGRID3
* xyz -2 1
Ca 0.20644 0.29376 0.59051
O -1.10906 -6.16869 3.70143
C -0.00443 -5.58979 3.66524
O 1.09956 -5.91643 4.13838
C -0.01305 -4.22970 2.89813
C -1.03542 -3.93710 2.00389
C -1.02349 -2.72857 1.32952
N -0.08230 -1.80168 1.52235
C 0.91655 -2.08771 2.36970
C 0.98870 -3.28355 3.06861
C 2.01961 -1.03544 2.48077
O 2.95256 -1.23173 3.26237
O 1.87672 -0.02466 1.71768
H -1.82796 -4.65750 1.85370
H -1.79835 -2.49116 0.60815
H 1.82371 -3.47721 3.72590
C 4.21507 1.10005 -1.41117
C 4.11436 0.82700 -2.77168
C 2.86858 0.82809 -3.36417
C 1.70102 1.03063 -2.60245
C 1.76471 1.16545 -1.19417
C 3.06157 1.27772 -0.66015
C 0.39586 1.17680 -3.30729
C 0.30845 1.26422 -4.70993
C -0.90419 1.51407 -5.30974
C -2.05590 1.65030 -4.53632
C -3.33176 2.05090 -5.10699
C -4.41803 2.25463 -4.36219
C -4.44458 1.87828 -2.91437
C -3.10737 1.53930 -2.27569
C -1.90833 1.47799 -3.15449
N -0.72579 1.28723 -2.57276
H 5.19210 1.13632 -0.93675
H 4.99821 0.61740 -3.36401
H 2.81526 0.63990 -4.43109
H 3.17737 1.45533 0.40373
H 1.18670 1.16214 -5.32708
H -0.97447 1.62152 -6.38739
H -3.34957 2.24597 -6.17505
H -5.35427 2.58908 -4.79292
H -5.01642 2.59569 -2.31956
H -2.87811 2.05033 -1.34944
F -6.37936 -1.32266 -1.55831
C -5.13686 -1.64048 -1.96673
F -5.24060 -2.09886 -3.23294
F -4.71363 -2.66015 -1.20697
S -3.87299 -0.20852 -1.88640
O -2.79800 -1.06863 -2.35571
O -5.06192 0.58558 -2.78708
N -4.15711 -0.08008 -0.29964
S -3.02923 0.24913 0.72463
O -1.76134 0.60297 0.12236
O -3.05634 -0.56964 1.88794
C -3.64126 1.87659 1.42015
F -4.95513 1.82071 1.66268
F -3.01632 2.16108 2.56220
F -3.42608 2.89199 0.56320
Br -0.44281 -2.05983 8.15191
C -0.23156 -1.00222 6.59038
C -1.08737 -1.17200 5.51939
C -0.95239 -0.34669 4.41623
C 0.03501 0.63737 4.35864
C 0.89175 0.77235 5.45857
C 0.76189 -0.03657 6.56933
N 0.08936 1.42817 3.19799
C 1.00265 2.29525 3.04131
C 1.10712 3.09831 1.82913
C 2.06749 4.11420 1.74498
C 2.11807 4.89994 0.61438
C 1.22861 4.64075 -0.42217
C 0.36785 3.56513 -0.28810
N 0.29325 2.81989 0.80800
H -1.85780 -1.93019 5.54336
H -1.61732 -0.46013 3.57616
H 1.67527 1.51752 5.46103
H 1.41879 0.08057 7.41982
H 1.78163 2.48258 3.78249
H 2.75969 4.26599 2.56393
H 2.83849 5.70385 0.53044
H 1.23280 5.23531 -1.32492
H -0.29634 3.27367 -1.09422
Se 0.10964 -1.87401 -2.23378
N 1.25500 -1.77453 -0.93728
C 2.42542 -2.22669 -1.36832
C 3.60626 -2.29004 -0.58855
C 4.73739 -2.77046 -1.17595
C 4.74761 -3.20895 -2.52870
C 3.62710 -3.17420 -3.30524
C 2.42798 -2.66989 -2.74174
N 1.26361 -2.56329 -3.38001
H 3.58224 -1.94762 0.43855
H 5.65762 -2.83036 -0.60804
H 5.67967 -3.57642 -2.94234
H 3.62225 -3.52494 -4.32925
*
```

## Properties
Energy relative to the best compared isomer or geometry (same formula, charge and spin) = 3.717 eV
E_LUMO = 3.4 eV

Results of the Mulliken charge analysis, in e, for atoms 1 through 2:
1. Ca 1.682
2. O -0.748

---

- energy relative to the best compared isomer or geometry (same formula, charge and spin) of number 1 (C42H25BiN12O4S)?
  0.359 eV

---

- What is the formula in the second record?
  C42H26BrCaF6N7O8S2Se